Record 1
{
  "formula": "C33H35F5N4OP2W",
  "method": "ωB97M-V with the def2-TZVPD basis set",
  "total_charge": 2,
  "gap_ev": [5.54, 3.26],
  "e_tot_ev": -76763.5916,
  "homo_ev": [-12.5007, -12.5007],
  "multiplicity": 3,
  "mol_weight_da": 844.45,
  "elements": ["W", "C", "C", "C", "C", "C", "C", "C", "C", "C", "H", "H", "H", "H", "H", "H", "H", "H", "H", "H", "H", "H", "H", "H", "H", "P", "P", "N", "N", "N", "N", "C", "C", "C", "C", "C", "C", "C", "C", "C", "C", "C", "C", "C", "C", "C", "C", "C", "C", "H", "H", "H", "H", "H", "H", "H", "H", "H", "H", "H", "H", "H", "H", "H", "H", "H", "H", "H", "H", "F", "C", "C", "F", "C", "F", "C", "O", "C", "F", "C", "F"],
  "coordinates": [[0.328, -0.566, 2.975], [-0.587, 1.442, 3.713], [-1.426, 0.773, 2.766], [-1.322, 0.894, 1.264], [-0.208, 0.058, 0.556], [1.215, 0.021, 1.100], [1.698, 0.968, 2.043], [1.179, 2.383, 2.122], [0.283, 2.599, 3.353], [2.053, -1.217, 4.012], [-0.932, 1.477, 4.756], [-2.302, 0.241, 3.165], [-1.251, 1.943, 0.904], [-2.297, 0.506, 0.894], [-0.574, -0.962, 0.370], [-0.179, 0.495, -0.462], [1.902, -0.709, 0.644], [2.687, 0.800, 2.494], [0.665, 2.684, 1.188], [2.055, 3.062, 2.199], [0.948, 2.845, 4.194], [-0.329, 3.510, 3.222], [2.182, -1.019, 5.075], [3.017, -1.210, 3.500], [1.604, -2.237, 3.927], [1.523, -0.944, -2.152], [-1.975, -0.046, -2.128], [2.810, 0.172, -2.456], [2.295, -2.243, -3.222], [-2.122, 1.615, -2.788], [-3.476, -0.720, -2.802], [0.482, -0.218, -3.494], [-0.957, -0.720, -3.538], [3.923, 0.258, -1.603], [4.934, 0.947, -2.262], [4.452, 1.281, -3.569], [3.167, 0.764, -3.677], [2.489, -3.554, -2.781], [2.903, -4.336, -3.857], [2.901, -3.493, -5.015], [2.625, -2.203, -4.577], [-2.157, 2.793, -2.012], [-2.054, 3.897, -2.857], [-1.899, 3.401, -4.187], [-2.025, 2.018, -4.123], [-4.318, -0.222, -3.804], [-5.225, -1.214, -4.159], [-4.879, -2.397, -3.419], [-3.787, -2.084, -2.627], [0.931, -0.450, -4.468], [0.494, 0.870, -3.363], [-1.408, -0.412, -4.495], [-1.010, -1.820, -3.511], [3.868, -0.172, -0.607], [5.918, 1.167, -1.864], [4.957, 1.822, -4.356], [2.496, 0.781, -4.517], [2.334, -3.797, -1.733], [3.190, -5.378, -3.830], [3.045, -3.783, -6.041], [2.711, -1.276, -5.131], [-2.332, 2.750, -0.932], [-2.100, 4.941, -2.570], [-1.704, 3.964, -5.084], [-2.139, 1.316, -4.937], [-4.187, 0.777, -4.195], [-6.037, -1.104, -4.862], [-5.385, -3.353, -3.462], [-3.187, -2.694, -1.963], [-1.653, 0.098, 9.980], [-1.268, -0.180, 8.723], [-0.167, 0.468, 8.156], [0.531, 1.355, 8.902], [0.201, 0.202, 6.849], [1.298, 0.849, 6.349], [-0.523, -0.724, 6.050], [-0.262, -0.920, 4.788], [-1.562, -1.448, 6.692], [-2.170, -2.438, 6.012], [-1.950, -1.148, 7.985], [-2.972, -1.798, 8.569]],
  "forces_ev_per_a": [[-0.4, -1.0, 2.8], [-1.8, 0.9, -1.4], [1.3, 1.1, 1.7], [-0.9, 0.4, -0.6], [0.0, 0.2, -0.7], [1.5, -0.6, 0.7], [-0.3, -0.2, -0.4], [-0.1, 0.9, -0.1], [1.1, 0.9, 0.0], [0.6, 0.5, -0.6], [0.3, -0.5, -0.4], [0.4, 0.0, 0.0], [0.0, -0.6, 0.6], [0.7, 0.3, -0.1], [0.1, 0.0, 0.1], [0.1, -0.2, 0.5], [-0.4, 0.4, 0.1], [-0.4, 0.1, -0.6], [0.3, -0.3, 0.5], [-0.5, -0.3, -0.1], [-0.3, -0.3, -0.1], [0.0, -0.4, 0.0], [-0.1, 0.0, -0.2], [-0.1, 0.1, -0.1], [0.0, -0.1, -0.1], [1.7, 0.6, -2.5], [-2.1, 0.8, -3.0], [0.6, 0.0, 0.7], [-0.4, -1.1, 0.7], [0.0, -0.1, 0.5], [0.2, -0.6, 0.0], [-0.6, -0.4, -0.1], [0.2, 0.0, 0.2], [0.4, 0.6, -0.8], [-0.8, -0.6, 0.4], [-1.2, -0.9, 0.3], [1.1, 0.5, 0.5], [-0.3, 2.3, -0.2], [0.3, 0.4, -2.8], [0.3, -2.2, 1.7], [-0.6, 0.3, 1.4], [0.0, 0.4, -0.6], [0.2, -1.1, 0.6], [-0.4, -1.4, 0.6], [0.5, 0.9, 0.0], [-0.5, -0.8, 0.2], [1.2, 0.3, 0.7], [0.6, 0.7, 0.2], [-0.7, 0.7, -0.3], [0.0, 0.2, 0.3], [0.1, -0.1, 0.0], [0.0, -0.2, 0.5], [-0.1, 0.2, 0.1], [0.1, 0.2, -0.3], [-0.2, 0.0, 0.0], [0.1, 0.0, 0.1], [0.0, 0.3, 0.1], [0.0, -0.1, -0.3], [-0.2, 0.1, 0.0], [0.4, -0.1, 0.0], [-0.2, -0.2, 0.2], [0.1, 0.0, -0.6], [0.1, -0.2, 0.1], [-0.3, 0.1, 0.0], [0.3, 0.1, 0.1], [-0.3, -0.1, 0.3], [0.1, 0.0, 0.0], [0.2, 0.2, 0.0], [-0.2, 0.1, 0.1], [0.4, -0.2, -1.0], [0.1, 0.2, 0.4], [0.0, 0.4, 1.0], [-0.6, -0.8, -0.8], [0.2, 0.0, -0.5], [-1.0, -0.5, 0.1], [-0.1, 0.3, 2.3], [-0.5, -1.0, -2.0], [0.4, 0.1, -0.6], [0.2, 0.6, 0.3], [-0.5, -0.2, 0.7], [0.7, 0.4, -0.6]]
}

Record 2
{
  "formula": "C33H35F5N4P2RuS",
  "method": "ωB97M-V with the def2-TZVPD basis set",
  "total_charge": 2,
  "gap_ev": [5.58, 3.00],
  "e_tot_ev": -86307.3938,
  "homo_ev": [-12.4040, -12.4040],
  "multiplicity": 5,
  "mol_weight_da": 777.75,
  "elements": ["Ru", "C", "C", "C", "C", "C", "C", "C", "C", "C", "H", "H", "H", "H", "H", "H", "H", "H", "H", "H", "H", "H", "H", "H", "H", "P", "P", "N", "N", "N", "N", "C", "C", "C", "C", "C", "C", "C", "C", "C", "C", "C", "C", "C", "C", "C", "C", "C", "C", "H", "H", "H", "H", "H", "H", "H", "H", "H", "H", "H", "H", "H", "H", "H", "H", "H", "H", "H", "H", "F", "C", "C", "F", "C", "F", "C", "S", "C", "F", "C", "F"],
  "coordinates": [[0.651, -1.806, -1.587], [1.313, -1.425, 1.534], [1.909, -2.138, 0.499], [1.885, -3.664, 0.474], [0.864, -4.338, -0.428], [-0.384, -3.555, -0.806], [-1.165, -2.906, 0.177], [-0.868, -2.942, 1.614], [0.164, -1.937, 2.281], [-1.020, -0.904, -2.218], [1.651, -0.410, 1.719], [2.802, -1.712, 0.003], [1.794, -4.128, 1.466], [2.899, -3.956, 0.128], [1.349, -4.603, -1.383], [0.586, -5.296, 0.043], [-0.871, -3.865, -1.742], [-2.065, -2.409, -0.173], [-0.602, -3.960, 1.926], [-1.815, -2.705, 2.129], [-0.420, -1.086, 2.656], [0.571, -2.416, 3.186], [-1.866, -0.631, -1.558], [-1.423, -1.687, -2.880], [-0.756, -0.038, -2.849], [0.283, -6.497, -2.474], [3.780, -5.791, -0.957], [-1.081, -7.447, -1.821], [0.280, -7.461, -3.997], [3.797, -6.702, 0.585], [5.494, -6.173, -1.278], [1.576, -7.495, -1.634], [3.023, -7.089, -2.019], [-2.343, -6.882, -1.599], [-3.204, -7.875, -1.136], [-2.460, -9.099, -1.093], [-1.170, -8.809, -1.518], [0.147, -6.849, -5.249], [0.208, -7.829, -6.241], [0.380, -9.087, -5.579], [0.416, -8.833, -4.219], [3.480, -6.142, 1.837], [3.281, -7.173, 2.757], [3.527, -8.404, 2.067], [3.844, -8.088, 0.754], [6.395, -7.110, -0.741], [7.528, -7.169, -1.553], [7.316, -6.246, -2.628], [6.081, -5.666, -2.449], [1.441, -8.566, -1.854], [1.410, -7.388, -0.550], [3.686, -7.973, -2.012], [3.052, -6.692, -3.050], [-2.502, -5.831, -1.777], [-4.238, -7.736, -0.861], [-2.810, -10.076, -0.790], [-0.322, -9.469, -1.605], [0.026, -5.781, -5.311], [0.141, -7.663, -7.303], [0.474, -10.060, -6.041], [0.538, -9.526, -3.404], [3.469, -5.074, 1.993], [2.983, -7.051, 3.785], [3.461, -9.395, 2.490], [4.148, -8.736, -0.051], [6.191, -7.649, 0.168], [8.389, -7.800, -1.392], [8.011, -6.048, -3.440], [5.551, -4.916, -3.026], [-1.600, 5.413, 1.205], [-1.054, 4.276, 0.720], [-0.803, 3.194, 1.561], [-1.151, 3.284, 2.868], [-0.139, 2.064, 1.075], [0.140, 1.123, 2.016], [0.258, 1.877, -0.277], [1.170, 0.496, -0.911], [-0.037, 3.010, -1.092], [0.285, 2.961, -2.405], [-0.659, 4.172, -0.616], [-0.848, 5.239, -1.429]],
  "forces_ev_per_a": [[-0.1, 2.9, 2.2], [0.8, -0.8, -2.7], [0.2, 0.0, 1.2], [0.4, 0.1, 0.5], [-0.1, -0.4, -0.6], [-1.3, -0.2, 1.6], [1.6, -0.5, -2.5], [0.0, 0.4, 1.5], [-0.8, 0.0, 0.6], [-1.5, 0.4, -0.9], [-0.1, -0.3, 0.1], [-0.4, 0.1, 0.4], [-0.1, 0.6, -0.1], [-0.8, 0.3, 0.3], [0.1, 0.1, 0.3], [-0.1, 0.1, -0.2], [0.1, 0.3, 0.2], [0.0, -0.1, 0.2], [0.0, 0.1, -0.3], [0.4, -0.2, -0.1], [0.3, -0.2, -0.1], [-0.2, -0.1, 0.0], [0.8, 0.0, 0.0], [0.1, -0.2, -0.1], [-0.1, -0.4, 0.3], [-1.7, -3.3, 0.2], [2.9, -2.4, 1.3], [0.0, 1.1, 0.1], [0.4, 0.8, -1.6], [-0.7, 0.6, 0.1], [-0.1, 0.5, -0.9], [0.7, 0.2, 0.2], [-0.2, -0.5, -0.4], [-0.2, -1.2, 0.4], [1.1, 0.5, -0.5], [0.8, 0.9, -0.5], [-0.8, 0.0, 0.3], [0.2, -0.9, 2.2], [0.3, -2.6, 0.3], [-0.3, 1.7, -2.2], [-0.1, 1.4, 0.7], [-0.3, -1.3, 0.4], [0.3, 0.8, -1.4], [0.0, 0.7, -0.8], [-0.5, 0.1, 0.8], [0.6, 0.1, -0.8], [-1.6, 0.6, 0.4], [-0.3, 0.0, 0.0], [0.3, -0.3, 0.4], [0.0, 0.6, 0.2], [0.0, -0.1, -0.2], [-0.3, 0.4, 0.0], [0.1, -0.1, 0.2], [-0.1, 0.0, 0.0], [0.0, 0.0, 0.0], [0.0, 0.2, 0.0], [-0.2, 0.1, 0.2], [0.0, 0.1, -0.1], [0.0, 0.0, 0.0], [-0.1, 0.1, 0.0], [0.0, 0.0, -0.1], [0.1, -0.2, -0.1], [0.2, 0.0, 0.1], [0.1, 0.1, -0.1], [-0.1, 0.0, 0.0], [0.0, 0.2, 0.0], [-0.1, 0.1, 0.1], [-0.3, 0.0, 0.2], [0.2, -0.1, 0.0], [0.6, -1.4, -0.7], [0.0, 0.5, 0.2], [0.0, 0.2, 0.5], [0.4, -0.3, -1.2], [0.1, -0.4, 0.2], [-0.2, 0.4, -0.7], [-1.2, 1.1, 0.2], [0.6, 0.1, -0.3], [0.1, -0.5, -0.5], [-0.3, 0.1, 1.0], [0.1, 0.7, -0.4], [0.2, -1.2, 0.6]]
}

Record 3
{
  "formula": "C33H35N10O2RuS",
  "method": "ωB97M-V with the def2-TZVPD basis set",
  "total_charge": 2,
  "relative_energy_kj_mol": 6.98,
  "gap_ev": [5.29, 4.83],
  "e_tot_ev": -67182.3538,
  "homo_ev": [-11.4006, -13.8802],
  "multiplicity": 6,
  "mol_weight_da": 736.85,
  "elements": ["Ru", "C", "O", "C", "N", "C", "C", "C", "C", "C", "C", "C", "C", "C", "C", "C", "C", "N", "C", "N", "C", "C", "O", "C", "C", "C", "C", "C", "C", "H", "H", "H", "H", "H", "H", "H", "H", "H", "H", "H", "H", "H", "H", "H", "H", "H", "H", "H", "S", "C", "N", "C", "C", "C", "C", "N", "C", "N", "N", "N", "H", "H", "H", "H", "H", "H", "H", "H", "H", "H", "C", "N", "C", "C", "N", "C", "H", "H", "H", "H", "H", "H"],
  "coordinates": [[1.824, -1.045, 1.953], [-1.831, -0.513, 4.797], [-0.528, 0.090, 5.295], [0.376, -0.033, 4.360], [-0.022, -0.462, 3.159], [-1.507, -0.894, 3.339], [-2.412, -0.214, 2.347], [-3.605, -0.806, 1.911], [-4.490, -0.231, 1.044], [-4.165, 1.027, 0.492], [-3.019, 1.706, 0.926], [-2.138, 1.107, 1.868], [1.819, 0.453, 4.529], [2.382, 1.222, 5.523], [3.744, 1.505, 5.455], [4.530, 1.155, 4.361], [3.900, 0.391, 3.330], [2.595, 0.110, 3.474], [4.522, -0.241, 2.194], [3.798, -1.081, 1.483], [4.643, -1.833, 0.524], [6.012, -1.108, 0.713], [5.860, -0.224, 1.913], [4.115, -1.697, -0.912], [4.182, -2.725, -1.839], [3.471, -2.611, -3.057], [2.627, -1.531, -3.280], [2.776, -0.441, -2.440], [3.572, -0.492, -1.328], [-2.682, 0.142, 4.802], [-2.127, -1.380, 5.432], [-1.559, -1.999, 3.193], [-3.779, -1.827, 2.334], [-5.458, -0.625, 0.815], [-4.935, 1.611, -0.016], [-2.752, 2.694, 0.508], [-1.143, 1.575, 2.091], [1.756, 1.460, 6.358], [4.176, 2.184, 6.223], [5.603, 1.308, 4.278], [4.726, -2.878, 0.763], [6.361, -0.546, -0.216], [6.782, -1.839, 0.880], [4.590, -3.734, -1.606], [3.498, -3.445, -3.752], [1.849, -1.640, -4.062], [2.256, 0.463, -2.635], [3.715, 0.467, -0.837], [0.874, 2.694, -0.921], [1.242, 1.430, -0.005], [1.512, 0.529, 0.724], [-2.814, 4.419, -3.369], [-3.723, 3.622, -4.296], [-5.074, 4.391, -4.576], [-4.163, 2.258, -3.721], [-3.036, 1.336, -3.459], [-2.489, 0.769, -2.353], [-1.343, 0.150, -2.713], [-1.067, 0.627, -4.013], [-2.111, 1.290, -4.451], [-2.258, 5.124, -3.991], [-2.086, 3.687, -2.903], [-3.363, 4.857, -2.528], [-3.266, 3.418, -5.265], [-5.709, 4.726, -3.692], [-5.689, 3.798, -5.280], [-4.848, 5.288, -5.169], [-4.865, 1.651, -4.384], [-4.702, 2.390, -2.737], [-3.065, 0.676, -1.480], [-1.610, -3.592, -1.461], [-0.444, -3.452, -0.496], [0.614, -4.430, -0.305], [1.588, -3.756, 0.417], [1.192, -2.467, 0.601], [-0.004, -2.304, 0.009], [-1.203, -3.545, -2.461], [-2.320, -2.729, -1.265], [-2.166, -4.548, -1.241], [0.560, -5.408, -0.676], [2.595, -4.043, 0.628], [-0.666, -1.431, 0.146]],
  "forces_ev_per_a": [[-0.3, -0.7, 0.9], [1.0, -1.0, 0.0], [-1.1, -0.5, 0.3], [0.4, 0.7, -1.7], [0.1, -0.8, 1.8], [1.3, -0.5, -0.6], [-0.2, 2.1, -1.3], [0.9, -2.2, 1.5], [0.3, 1.9, -0.8], [-0.4, 0.5, 1.7], [0.9, -0.4, 0.4], [0.4, -0.8, -0.7], [-0.8, 0.3, -0.2], [-1.3, -1.3, -0.3], [1.8, 1.7, 0.0], [-0.8, -0.9, -0.3], [2.0, 1.0, 0.4], [-1.5, -1.7, -1.0], [1.7, 0.1, 1.6], [-0.4, -0.8, -0.9], [0.2, 1.7, -1.1], [0.1, 0.5, -0.8], [-1.7, -0.6, -0.8], [0.8, -0.3, 0.5], [-0.8, -0.9, -0.3], [0.0, -0.4, 0.7], [-0.1, -1.1, -0.5], [-0.3, -0.1, -0.5], [-0.1, 0.6, 0.0], [0.3, 1.0, 0.4], [0.8, 0.6, -0.3], [0.1, 0.8, 0.1], [-0.2, 0.9, -0.5], [-0.2, -0.6, -0.1], [0.3, -0.4, -0.4], [-0.3, -0.6, 0.4], [-1.2, -0.3, 0.0], [0.0, 0.4, 0.5], [-0.3, -0.9, -0.5], [-0.3, 0.3, 0.2], [-0.1, -0.5, 0.4], [-0.8, -0.2, 1.5], [0.4, -0.1, 0.6], [0.0, 1.0, 0.0], [-0.1, 0.1, 0.1], [0.8, 0.7, 0.4], [-0.4, 0.7, -0.3], [0.0, -0.4, 0.6], [0.0, -0.3, 0.0], [0.1, -0.7, 0.9], [-1.0, 2.1, -1.8], [0.8, -1.7, 0.2], [-2.3, 0.0, 0.3], [0.1, 0.2, -0.5], [-1.2, -1.0, 0.8], [1.9, 0.9, -0.4], [0.7, -1.3, -3.1], [-0.5, 2.4, -0.2], [-2.7, -0.4, 1.1], [1.3, -1.0, 1.1], [-0.1, 0.2, 0.6], [-0.3, 0.9, -0.5], [0.1, 0.3, -0.4], [0.2, 0.2, 0.1], [1.1, -0.7, -0.9], [0.1, 0.1, 0.6], [0.0, 0.0, 0.4], [0.8, 1.2, 0.6], [0.6, -0.1, -0.9], [-0.2, -0.2, 1.0], [-0.6, 0.2, 1.8], [1.1, -1.5, -1.0], [-0.4, 3.4, 1.1], [-1.1, -1.0, -1.6], [-0.9, 1.1, 0.1], [-0.7, -0.1, 0.9], [-0.1, -0.1, -0.2], [1.0, -1.0, -0.3], [0.8, 1.0, -0.3], [-0.1, -1.0, -0.4], [0.1, -0.4, 0.4], [0.7, -0.4, -0.5]]
}